# 1
14
Properties=species:S:1:pos:R:3:lowdin_charge:R:1 method="wB97M-V/def2-TZVPD" energy_ev=-14552.3028 de_lowest_kj_mol=266.51 e_lumo_ha=-0.1495 charge=+1 homo_lumo_gap_ev=8.7
S 0.16 0.63 -0.15 0.7269
N 0.38 -2.28 0.53 0.2282
C 0.13 0.84 -1.93 -0.4270
C -0.78 0.80 1.59 -0.2604
H -0.16 -2.56 -0.37 0.1909
H -0.85 1.26 -2.07 0.0156
H -1.73 0.25 1.36 0.0377
H -0.18 0.37 2.40 0.0426
H 0.22 -0.15 -2.44 0.0491
H -0.17 -2.79 1.29 0.1776
H 0.16 -1.29 0.52 -0.0728
H 0.85 1.62 -2.39 0.0864
H 1.40 -2.48 0.55 0.1551
H -0.84 1.88 1.88 0.0502

---

# 2
14
Properties=species:S:1:pos:R:3:lowdin_charge:R:1 method="wB97M-V/def2-TZVPD" energy_ev=-7805.8705 de_lowest_kj_mol=215.39 e_lumo_ha=-0.1561 charge=+1 homo_lumo_gap_ev=11.7
O -0.96 1.53 0.33 0.1006
N 0.04 0.18 -1.35 0.2246
C 2.25 0.14 0.44 0.1481
C -1.28 -0.90 0.54 0.0414
C 0.98 0.20 0.27 0.0975
C -0.46 0.30 0.08 -0.5798
H -1.05 -1.79 -0.04 0.0998
H -1.93 1.55 0.34 0.1390
H 2.64 0.21 1.44 0.1150
H -1.07 -1.11 1.59 0.1106
H 0.02 -0.70 -1.85 0.1409
H 0.17 1.04 -1.87 0.1475
H -2.35 -0.69 0.44 0.1040
H 2.99 0.04 -0.34 0.1107

---

# 3
9
Properties=species:S:1:pos:R:3:lowdin_charge:R:1 method="wB97M-V/def2-TZVPD" energy_ev=-7267.7625 smiles="O=CO.C#C" de_lowest_kj_mol=282.07 e_lumo_ha=0.0362 homo_lumo_gap_ev=11.3
O -0.70 -1.36 -0.80 0.0010
O 0.64 -0.85 0.92 0.0506
C -0.13 1.34 0.25 -0.0471
C 0.00 -1.66 0.37 -0.3619
C 0.58 2.07 -0.34 0.0372
H -0.29 -2.73 0.45 0.1479
H 1.10 2.84 -0.90 0.0388
H -0.46 -0.37 -0.83 0.0716
H -0.74 0.71 0.88 0.0619

---

# 4
16
Properties=species:S:1:pos:R:3:lowdin_charge:R:1 method="wB97M-V/def2-TZVPD" energy_ev=-20140.3559 smiles="CN1C[C@@H](S)NC1=O" de_lowest_kj_mol=46.16 e_lumo_ha=0.0266 homo_lumo_gap_ev=9.8
S 2.80 -0.13 -0.65 0.7214
O -1.10 2.16 0.12 0.0684
N 0.85 1.18 0.78 0.0503
N -0.69 -0.03 -0.16 -0.1089
C -0.37 1.20 0.22 -0.6275
C 0.20 -1.03 0.31 -0.1322
C 1.54 -0.08 0.67 -0.6028
C -1.99 -0.33 -0.85 0.0186
H -1.98 0.06 -1.86 0.0809
H 0.36 -1.92 -0.30 0.1065
H 0.04 -1.59 1.24 0.1030
H 1.31 1.90 1.34 0.1656
H 2.02 -0.42 1.61 0.0989
H -2.17 -1.41 -0.74 0.0930
H -2.65 0.32 -0.22 0.0980
H 1.81 0.13 -1.52 -0.1332

---

# 5
92
Properties=species:S:1:pos:R:3:lowdin_charge:R:1 method="wB97M-V/def2-TZVPD" energy_ev=-171651.9571 de_lowest_kj_mol=121.21 e_lumo_ha=0.0593 charge=-1 homo_lumo_gap_ev=5.9
As 0.73 8.40 24.82 0.7317
Ca 3.61 9.22 22.40 1.4956
F -0.68 8.64 25.79 -0.2611
F 3.07 13.93 20.11 0.1393
F 4.77 14.40 21.37 0.1006
F 0.56 10.00 24.21 -0.2164
F 4.70 12.53 20.32 0.1139
F 0.99 6.78 25.40 -0.2755
F -0.27 7.81 23.53 -0.2476
F 1.74 8.91 26.14 -0.2494
F 2.12 8.15 23.74 -0.3643
O -0.28 9.74 20.93 0.0267
O 1.67 8.86 21.13 -0.2042
O 5.87 8.90 18.35 0.0662
O 2.65 11.58 22.10 -0.1697
O 3.88 8.02 18.64 0.1130
O 5.19 6.13 25.19 0.0951
O 3.83 11.00 26.76 0.0904
O 7.15 12.16 21.70 0.0776
O 3.52 6.80 21.64 0.1220
O 5.73 10.64 22.52 0.1184
O 5.18 7.78 23.70 0.1063
O 2.36 5.04 21.02 0.1068
O 6.32 5.85 23.32 0.0998
O 7.48 10.02 21.24 0.0838
O 4.07 10.02 24.77 0.0987
O 2.30 13.65 22.85 -0.0623
O 0.40 8.26 19.51 -0.0830
O 4.72 9.32 20.24 0.1051
O 4.30 5.41 20.03 0.0459
O 5.13 11.94 25.24 0.0566
N 0.56 8.96 20.53 -0.5936
C 5.74 4.83 25.37 -0.0707
C 5.56 6.71 24.03 -0.5178
C 5.47 12.67 26.44 -0.0549
C 3.20 7.35 16.54 -0.0046
C 5.69 8.03 17.23 -0.0632
C 2.82 14.83 23.36 -0.3399
C 2.48 3.95 20.10 -0.2866
C 6.37 4.61 24.00 -0.3335
C 7.80 4.07 24.00 -0.0245
C 1.98 15.28 24.59 -0.0760
C 8.10 12.19 20.64 -0.0736
C 4.50 12.07 27.46 -0.2893
C 1.38 4.09 19.04 -0.0019
C 6.67 10.93 21.88 -0.5402
C 3.25 12.72 22.22 -0.5047
C 3.92 13.40 21.01 -0.5357
C 8.58 10.71 20.65 -0.3204
C 5.14 11.38 28.65 -0.0407
C 3.92 4.10 19.57 -0.0555
C 8.96 10.01 19.37 -0.0208
C 4.39 10.86 25.54 -0.5386
C 4.34 7.28 17.54 -0.3059
C 3.42 5.87 20.93 -0.5437
C 4.81 8.77 19.19 -0.5263
H 7.69 12.37 19.64 0.1373
H 1.88 14.36 25.16 0.0718
H 2.50 16.15 25.00 0.0596
H 7.80 3.00 24.22 0.0854
H 3.72 12.73 27.83 0.1530
H 8.67 10.52 18.45 0.0829
H 4.65 6.24 17.67 0.1261
H 5.19 13.68 26.13 0.1297
H 6.50 4.80 26.15 0.1262
H 9.44 10.91 21.31 0.1445
H 6.52 7.33 17.14 0.1238
H 10.06 10.04 19.30 0.0776
H 5.86 11.99 29.22 0.0810
H 2.38 3.03 20.68 0.1460
H 3.82 14.73 23.83 0.0991
H 4.96 4.16 25.71 0.1384
H 6.53 12.58 26.67 0.1282
H 4.64 3.43 20.03 0.1317
H 2.29 6.92 16.94 0.0883
H 8.33 4.50 24.86 0.0810
H 5.93 10.67 28.37 0.0890
H 5.64 8.64 16.33 0.1296
H 0.97 5.10 19.10 0.0982
H 8.68 8.96 19.41 0.0836
H 3.85 4.20 18.49 0.1125
H 5.80 3.90 23.39 0.1495
H 0.56 3.39 19.11 0.0787
H 0.98 15.55 24.25 0.0645
H 2.94 15.67 22.66 0.1081
H 4.09 12.66 22.96 0.1243
H 8.37 4.34 23.11 0.0843
H 1.83 4.04 18.05 0.0708
H 4.42 10.96 29.35 0.0845
H 3.45 6.84 15.60 0.0830
H 3.05 8.41 16.34 0.0983
H 8.87 12.88 20.98 0.1320

---

# 6
63
Properties=species:S:1:pos:R:3:lowdin_charge:R:1 method="wB97M-V/def2-TZVPD" energy_ev=-34561.5553 smiles=COc1cc(CN2CCN(C(C)C)[C@H](CCO)C2)ccc1OCc1ccccc1 de_lowest_kj_mol=325.94 e_lumo_ha=0.0285 homo_lumo_gap_ev=8.6
O -2.78 -3.86 -0.30 -0.0276
O -1.99 -2.76 -2.82 -0.1034
O -1.60 1.61 2.39 -0.0759
N 2.30 -0.35 0.29 -0.1634
N 2.46 2.14 1.72 -0.1198
C -3.92 -3.41 -1.00 -0.1359
C 2.28 -1.37 -0.75 -0.1506
C 3.37 3.65 -0.11 -0.0554
C -1.70 -2.00 -3.96 -0.0784
C 2.72 3.50 1.27 -0.4116
C -0.83 0.43 2.46 -0.2627
C 3.58 4.22 2.32 -0.0606
C 0.97 -2.10 -0.71 -0.2286
C 1.29 0.67 0.09 -0.1239
C -4.64 -1.31 -2.18 -0.0516
C -4.05 -1.91 -1.07 -0.2058
C -4.23 0.87 -1.24 -0.0878
C 3.59 0.28 0.46 -0.1671
C -4.73 0.07 -2.26 -0.0865
C 1.19 1.53 1.35 -0.2776
C 0.68 0.69 2.53 -0.1244
C -3.57 -1.10 -0.04 -0.0243
C 0.58 -2.74 0.46 -0.0394
C -3.65 0.28 -0.13 -0.0635
C -1.14 -2.70 -1.74 -0.1799
C 0.11 -2.10 -1.80 0.0308
C 3.55 1.18 1.70 -0.1477
C -0.68 -3.31 0.54 0.0057
C -1.56 -3.28 -0.53 -0.2156
H 3.44 0.54 2.58 0.1202
H 1.24 -2.75 1.31 0.1155
H 3.10 -2.06 -0.55 0.1278
H 3.47 4.71 -0.35 0.0756
H -4.29 1.94 -1.31 0.1002
H 0.33 0.19 -0.10 0.1172
H 3.60 5.28 2.12 0.0739
H 1.19 -0.27 2.54 0.1059
H 1.53 1.30 -0.78 0.1245
H -1.35 2.17 3.13 0.0925
H -1.13 -0.17 3.33 0.1206
H -1.59 -0.94 -3.71 0.1021
H 3.87 0.86 -0.44 0.1155
H -5.02 -1.92 -2.98 0.1157
H 4.35 -0.49 0.61 0.1222
H -2.55 -2.13 -4.63 0.0947
H 3.15 4.06 3.31 0.0769
H -1.01 -3.79 1.45 0.1230
H -0.79 -2.36 -4.46 0.0949
H -5.19 0.53 -3.12 0.1004
H -3.26 0.89 0.67 0.0876
H 0.91 1.23 3.46 0.1209
H -4.76 -3.83 -0.44 0.1388
H -3.13 -1.56 0.83 0.1169
H 0.47 2.34 1.17 0.1437
H 0.43 -1.61 -2.71 0.1088
H 2.76 3.18 -0.88 0.0619
H 1.75 3.99 1.25 0.1365
H 4.50 1.72 1.80 0.1135
H -3.94 -3.83 -2.02 0.1249
H 2.44 -0.93 -1.75 0.1260
H -1.07 -0.14 1.56 0.0950
H 4.36 3.20 -0.13 0.0716
H 4.60 3.85 2.32 0.0675